[1]
ORCA calculation (the ωB97M-V functional and the def2-TZVPD basis) on C16H14BBrF2N2O2Rh as an isolated structure.

The LUMO energy (alpha / beta) comes out at -0.1650 / -0.2668 Ha. The calculation puts the frontier orbital gap (alpha / beta) at 7.17 / 4.36 eV. The energy above the lowest of the compared OMol25 structures with the same formula, charge and spin comes out at 33.05 kcal per mole. Its charge is +1. The multiplicity is 5.

Geometry as XYZ:
```
39
Properties=species:S:1:pos:R:3:forces:R:3
Rh -1.299 -0.980 -1.667 -0.084 0.270 -0.083
O -2.227 2.992 -2.175 0.062 -0.007 0.041
C -2.834 3.331 -1.000 0.013 0.046 -0.036
C -3.331 4.622 -0.885 -0.013 -0.028 0.005
C -3.944 5.020 0.290 -0.008 0.010 0.009
C -4.081 4.140 1.358 0.007 -0.001 -0.020
C -3.578 2.858 1.242 -0.020 -0.015 -0.026
C -2.940 2.445 0.073 0.006 0.027 0.087
C -2.290 1.098 0.053 -0.001 -0.091 -0.086
O -2.514 0.347 -1.141 -0.093 0.063 0.051
N -0.847 1.220 0.227 -0.033 0.028 -0.038
N -0.092 0.270 -0.327 0.182 0.096 -0.103
C 1.280 0.476 -0.297 -0.055 -0.056 0.102
C 2.147 -0.444 -0.663 -0.073 -0.060 -0.053
Br 0.200 -2.466 -2.536 0.105 -0.113 -0.069
C 3.019 -1.353 -1.003 0.090 0.014 0.011
C 3.603 -2.366 -0.109 -0.009 0.030 -0.034
C 3.097 -2.589 1.172 0.015 -0.012 0.026
C 3.675 -3.543 1.988 -0.008 0.002 0.006
C 4.761 -4.283 1.534 0.006 -0.001 -0.010
C 5.266 -4.069 0.260 -0.011 0.004 0.008
C 4.686 -3.114 -0.562 -0.005 -0.031 -0.001
H -2.293 2.039 -2.303 -0.039 -0.023 -0.031
H -3.237 5.290 -1.730 -0.002 -0.001 -0.002
H -4.332 6.027 0.368 -0.001 -0.003 0.003
H -4.574 4.452 2.267 0.002 0.002 0.000
H -3.672 2.162 2.067 0.001 0.001 0.002
H -2.700 0.480 0.860 0.008 0.015 0.027
H -0.455 2.146 0.351 -0.004 0.004 -0.006
H 1.615 1.446 0.065 0.008 -0.016 0.065
H 3.360 -1.363 -2.036 0.002 0.029 0.001
H 2.248 -2.015 1.524 0.006 0.006 -0.003
H 3.280 -3.715 2.980 0.004 -0.002 0.002
H 5.211 -5.029 2.174 0.000 -0.001 0.002
H 6.110 -4.644 -0.095 0.002 -0.002 0.003
H 5.079 -2.945 -1.557 -0.002 0.006 0.001
F -3.394 -2.021 0.049 0.004 -0.036 0.044
B -2.267 -2.375 -0.500 -0.009 -0.152 -0.001
F -1.734 -3.548 -0.317 -0.053 -0.005 0.107
```
Positions in Å, forces in eV/Å.

natural (NBO) population analysis, charges in e, atoms 1 to 6:
1. Rh 0.815
2. O -0.666
3. C 0.312
4. C -0.256
5. C -0.151
6. C -0.235



[2]
ORCA calculation (the ωB97M-V functional and the def2-TZVPD basis) on C16H14BBrO2Re as an isolated structure in a non-equilibrium geometry.

The LUMO energy (alpha / beta) comes out at 0.0127 / -0.0578 Ha. The calculation puts the frontier orbital gap (alpha / beta) at 6.38 / 5.64 eV. The energy above the lowest of the compared OMol25 structures with the same formula, charge and spin comes out at 30.78 kcal per mole. Its charge is 0. The multiplicity is 4.

Geometry as XYZ:
```
35
Properties=species:S:1:pos:R:3:forces:R:3
C -1.460 -0.826 -1.813 -2.800 -0.598 0.737
C -1.342 -1.309 -0.464 -0.868 -0.763 -0.126
C -1.075 -0.176 0.401 -1.391 -0.337 0.482
H -1.466 -2.360 -0.150 0.522 0.803 -0.198
C -1.245 1.007 -0.410 -1.320 0.602 -0.068
C -1.426 0.608 -1.758 -2.674 0.770 0.487
H -1.666 1.273 -2.558 0.069 0.076 -0.054
H -1.735 -1.430 -2.664 0.093 0.176 0.265
H -1.168 -0.209 1.488 -0.365 0.054 -0.247
H -1.309 2.019 -0.042 0.399 -0.003 0.007
Re 0.407 -0.167 -1.195 8.001 -1.034 3.409
Br 2.834 -0.170 -0.335 0.199 -0.062 1.090
C 1.962 0.612 -3.003 -0.711 -1.448 -0.800
C 0.903 1.371 -3.578 -0.201 -0.854 -1.244
C -0.110 0.457 -3.996 1.509 -0.595 -1.933
H 1.010 2.420 -3.878 -0.392 -0.397 0.540
C 0.326 -0.879 -3.739 0.278 1.694 -1.520
C 1.638 -0.829 -3.143 0.189 1.908 0.307
H 2.390 -1.637 -3.164 -0.734 0.525 0.559
H 2.934 1.028 -2.754 -0.383 -0.272 0.145
H -0.970 0.723 -4.611 0.075 -0.120 0.440
H -0.137 -1.782 -4.129 0.008 0.218 0.341
O 0.775 -1.423 2.125 0.123 1.027 -1.375
B 0.728 -0.199 1.317 0.739 -0.637 1.248
O 0.862 0.905 2.265 -0.397 -0.463 -1.956
C 0.974 0.369 3.513 0.182 -1.069 0.929
C 1.141 0.996 4.755 -0.038 0.067 -0.482
C 1.271 0.200 5.899 -0.058 -0.297 -0.232
C 1.276 -1.194 5.807 0.169 0.553 -0.084
C 1.177 -1.808 4.564 -0.250 -0.620 -0.738
C 0.955 -1.034 3.425 0.375 0.897 0.825
H 1.186 2.077 4.850 -0.042 -0.132 -0.180
H 1.407 0.657 6.876 -0.102 0.055 -0.265
H 1.396 -1.786 6.714 0.034 0.052 -0.309
H 1.296 -2.888 4.471 -0.238 0.224 0.000
```
Positions in Å, forces in eV/Å.

natural (NBO) population analysis, charges in e, atoms 1 to 6:
1. C -0.334
2. C -0.284
3. C -0.369
4. H 0.268
5. C -0.325
6. C -0.328



[3]
ORCA calculation (the ωB97M-V functional and the def2-TZVPD basis) on C16H14Br2N2O2Ti as an isolated structure.

The LUMO energy comes out at -0.3151 Ha. The calculation puts the frontier orbital gap at 6.17 eV. The energy above the lowest of the compared OMol25 structures with the same formula, charge and spin comes out at 1.50 kcal per mole. Its charge is +2. The multiplicity is 1.

Geometry as XYZ:
```
37
Properties=species:S:1:pos:R:3:forces:R:3
Ti -0.997 1.379 -1.874 0.083 0.172 -0.553
O -1.715 2.467 -0.304 -0.143 -0.069 -0.123
C -0.912 3.490 0.317 -0.156 -0.177 -0.076
C -1.473 4.150 1.388 0.200 0.080 0.045
C -0.730 5.143 2.013 -0.065 -0.047 -0.008
C 0.537 5.454 1.548 0.007 0.007 0.004
C 1.059 4.778 0.458 0.001 -0.048 -0.031
C 0.352 3.761 -0.186 0.215 0.181 0.271
C 1.006 3.110 -1.389 -0.277 0.029 -0.369
O -0.034 2.761 -2.328 -0.090 -0.259 0.351
N 1.703 1.851 -1.252 0.338 0.050 -0.155
N 0.777 0.830 -1.087 -0.051 -0.222 0.147
C 1.174 -0.383 -0.809 -0.047 0.094 0.104
C 0.290 -1.449 -0.552 0.245 -0.115 -0.009
Br -1.550 -0.959 -0.518 0.004 0.078 -0.025
C 0.773 -2.705 -0.291 -0.078 0.070 0.006
C 0.187 -3.956 0.044 -0.015 0.012 -0.006
C 1.090 -4.965 0.445 -0.055 -0.026 -0.012
C 0.632 -6.199 0.852 0.013 0.024 -0.014
C -0.734 -6.455 0.846 -0.014 -0.011 0.010
C -1.642 -5.484 0.422 0.015 0.030 -0.022
C -1.195 -4.246 0.023 0.011 -0.056 0.009
H -2.569 2.394 0.151 0.090 0.051 0.004
H -2.469 3.908 1.740 -0.022 -0.016 -0.023
H -1.153 5.675 2.854 -0.003 0.002 -0.001
H 1.115 6.234 2.023 -0.001 0.004 0.002
H 2.037 5.054 0.082 0.008 -0.009 -0.010
H 1.684 3.822 -1.859 -0.007 -0.012 0.013
H 2.529 1.813 -0.666 -0.141 0.046 0.170
H 2.241 -0.580 -0.733 0.003 -0.005 -0.012
H 1.860 -2.729 -0.326 0.008 0.011 0.021
H 2.154 -4.760 0.438 0.006 0.013 0.016
H 1.329 -6.962 1.167 0.001 -0.003 0.003
H -1.100 -7.422 1.163 0.004 -0.008 -0.006
H -2.699 -5.709 0.398 -0.003 -0.006 0.003
H -1.915 -3.527 -0.334 0.011 -0.018 0.017
Br -1.642 0.415 -3.867 -0.096 0.153 0.262
```
Positions in Å, forces in eV/Å.

natural (NBO) population analysis, charges in e, atoms 1 to 6:
1. Ti 1.396
2. O -0.732
3. C 0.349
4. C -0.282
5. C -0.135
6. C -0.183



[4]
ORCA calculation (the ωB97M-V functional and the def2-TZVPD basis) on a 6-piece molecular cluster, C16H14Cl15F13O2PS overall in a non-equilibrium geometry.

The LUMO energy comes out at 0.0718 Ha. The calculation puts the frontier orbital gap at 4.89 eV. Its charge is -1. The multiplicity is 1.

Geometry as XYZ:
```
62
Properties=species:S:1:pos:R:3:forces:R:3
C 2.713 -1.565 1.860 0.335 0.250 -0.732
C 1.806 -1.755 0.822 0.287 -0.001 0.175
C 0.899 -0.911 0.077 0.493 0.411 0.838
C -0.517 -1.484 0.211 0.414 -0.392 -0.837
C -1.100 -1.529 1.648 0.076 -0.160 -0.119
C -2.247 -0.581 1.920 0.341 -0.112 0.119
F -2.174 -0.094 3.193 -0.120 0.055 0.068
F -2.241 0.492 1.089 -0.202 0.065 -0.044
C -3.632 -1.250 1.819 0.057 -0.420 0.484
F -3.803 -1.831 0.619 -0.003 0.287 -0.262
F -3.642 -2.262 2.725 -0.098 -0.084 0.048
C -4.893 -0.402 2.192 0.220 0.069 0.155
F -4.923 -0.333 3.538 0.012 0.107 0.115
F -5.989 -1.088 1.822 -0.057 0.010 -0.280
C -5.040 1.093 1.749 -0.106 -0.021 -0.073
F -6.252 1.463 2.232 -0.140 -0.111 -0.041
F -4.136 1.805 2.429 0.136 0.066 -0.036
C -4.996 1.589 0.230 0.144 0.082 -0.098
F -6.118 2.310 0.024 -0.140 -0.114 0.075
F -3.967 2.430 0.091 0.092 -0.211 -0.058
C -4.912 0.572 -0.952 -0.049 0.331 -0.461
F -5.719 -0.475 -0.755 0.242 0.137 -0.009
F -5.341 1.212 -2.056 0.115 -0.193 0.219
F -3.664 0.182 -1.177 -0.451 -0.120 0.196
P 1.064 0.772 0.454 0.777 -0.340 -1.337
O 0.578 1.088 1.965 -0.239 0.168 0.177
O -0.010 1.528 -0.505 -0.262 0.141 0.316
S 2.829 1.580 0.119 -0.206 0.144 0.288
H 3.525 -0.845 1.810 -0.890 0.945 0.586
H 2.611 -2.123 2.787 0.802 -1.147 -0.627
H 1.738 -2.797 0.471 -1.180 0.054 1.125
H -1.203 -1.018 -0.501 -0.067 0.077 0.177
H -0.428 -2.526 -0.107 -0.168 0.052 -0.078
H -0.329 -1.302 2.388 0.013 0.129 -0.147
H -1.425 -2.550 1.862 -0.146 0.099 0.087
H 1.119 1.796 2.337 0.010 -0.060 -0.039
H 0.450 2.294 -0.873 -0.026 -0.056 -0.004
C 5.989 4.123 -0.676 0.052 -0.043 -0.045
Cl 4.456 4.823 -1.184 -0.012 -0.004 -0.008
Cl 6.429 4.683 0.944 0.013 0.011 0.006
Cl 5.951 2.366 -0.741 0.067 0.031 -0.012
H 6.752 4.469 -1.359 0.012 0.018 0.021
C -5.369 4.975 2.409 0.025 -0.016 -0.024
Cl -3.807 5.023 1.609 0.006 0.161 0.087
Cl -5.269 5.633 4.045 -0.005 -0.005 0.011
Cl -6.593 5.834 1.465 -0.012 -0.007 -0.004
H -5.681 3.941 2.489 -0.004 0.013 0.007
C 6.365 -1.405 -1.972 -0.108 0.065 0.064
Cl 5.888 -1.949 -3.588 -0.051 -0.074 0.007
Cl 4.988 -1.264 -0.906 -0.010 -0.033 -0.012
Cl 7.599 -2.492 -1.303 0.043 0.009 -0.008
H 6.816 -0.427 -2.079 0.050 -0.025 -0.029
C -0.478 -6.050 -0.106 0.059 -0.028 0.034
Cl -1.968 -5.102 -0.114 -0.006 0.014 0.013
Cl -0.261 -6.881 -1.654 -0.001 -0.011 0.003
Cl 0.913 -5.048 0.278 -0.181 -0.263 -0.044
H -0.574 -6.806 0.661 -0.011 -0.013 -0.014
C 7.522 -0.344 -7.222 -0.040 -0.025 0.031
Cl 5.955 0.289 -7.724 0.002 0.007 -0.007
Cl 7.921 0.181 -5.591 0.085 0.089 -0.031
Cl 7.554 -2.105 -7.341 0.009 -0.003 -0.006
H 8.272 0.049 -7.896 -0.001 -0.005 -0.005
```
Positions in Å, forces in eV/Å.

natural (NBO) population analysis, charges in e, atoms 1 to 6:
1. C -0.683
2. C -0.119
3. C -0.786
4. C -0.399
5. C -0.506
6. C 0.659



[5]
ORCA calculation (the ωB97M-V functional and the def2-TZVPD basis) on a single C16H14ClNO4S molecule in a non-equilibrium geometry.

Its SMILES is Cc1cccc(C(=O)NCC(=O)OCC(=O)c2ccc(Cl)s2)c1. The LUMO energy comes out at -0.0004 Ha. The calculation puts the frontier orbital gap at 8.87 eV. The energy above the lowest of the compared OMol25 structures with the same formula, charge and spin comes out at 0.00 kcal per mole. Its charge is 0. The multiplicity is 1.

Geometry as XYZ:
```
37
Properties=species:S:1:pos:R:3:forces:R:3
C -7.120 0.170 -0.572 -0.031 -0.016 0.022
C -5.850 -0.350 0.029 -0.007 0.015 0.049
C -4.629 -0.158 -0.599 0.099 -0.044 0.105
C -3.454 -0.651 -0.039 -0.228 -0.210 0.282
C -3.509 -1.357 1.158 0.147 0.075 -0.150
C -4.721 -1.542 1.796 -0.021 -0.009 0.031
C -5.882 -1.040 1.237 0.063 0.028 -0.094
H -6.829 -1.189 1.735 -0.104 -0.021 0.056
H -4.763 -2.084 2.729 0.004 -0.038 0.080
H -2.593 -1.751 1.572 0.080 -0.044 0.022
C -2.126 -0.479 -0.685 -0.086 0.199 -0.235
O -1.223 -1.285 -0.562 0.131 -0.161 0.111
N -1.993 0.641 -1.450 -0.070 0.177 -0.222
H -2.672 1.378 -1.348 -0.001 -0.131 0.058
C -0.720 0.988 -2.023 0.152 -0.141 0.081
C 0.193 1.758 -1.075 -0.127 0.011 -0.421
O 1.137 2.411 -1.423 -0.019 0.046 0.035
O -0.183 1.582 0.195 -0.165 -0.196 0.172
C 0.626 2.190 1.190 0.284 0.539 0.214
C 2.118 1.850 1.131 -0.442 0.303 0.055
O 2.930 2.662 1.518 -0.123 -0.020 0.025
C 2.502 0.536 0.657 0.734 -0.693 -0.188
C 1.777 -0.594 0.357 0.043 0.573 0.243
C 2.576 -1.667 -0.054 0.553 -0.206 -0.102
C 3.908 -1.346 -0.063 -0.410 0.487 0.194
S 4.212 0.274 0.440 -0.460 -0.422 -0.108
Cl 5.185 -2.382 -0.507 0.189 -0.116 -0.059
H 2.189 -2.629 -0.333 -0.010 -0.200 -0.061
H 0.706 -0.675 0.421 -0.147 0.049 0.011
H 0.541 3.281 1.131 0.064 -0.197 0.042
H 0.221 1.844 2.145 0.051 0.049 -0.109
H -0.849 1.561 -2.943 0.086 -0.043 0.136
H -0.201 0.050 -2.257 -0.016 0.213 -0.044
H -4.603 0.352 -1.553 -0.013 0.044 -0.094
H -7.584 0.896 0.096 -0.070 0.059 -0.019
H -6.935 0.649 -1.530 -0.042 0.040 -0.062
H -7.830 -0.642 -0.720 -0.088 -0.001 -0.053
```
Positions in Å, forces in eV/Å.

natural (NBO) population analysis, charges in e, atoms 1 to 6:
1. C -0.630
2. C 0.000
3. C -0.230
4. C -0.070
5. C -0.189
6. C -0.201



[6]
ORCA calculation (the ωB97M-V functional and the def2-TZVPD basis) on a single C16H14F3N5O2 molecule in a non-equilibrium geometry.

Its SMILES is CCN1C(=O)/C(=N\NC(=O)Cn2ccc(C(F)(F)F)n2)c2ccccc21. The LUMO energy comes out at -0.0325 Ha. The calculation puts the frontier orbital gap at 7.91 eV. Its charge is 0. The multiplicity is 1.

Geometry as XYZ:
```
40
Properties=species:S:1:pos:R:3:forces:R:3
C -2.781 2.037 -5.070 -0.040 -0.128 0.180
H -3.547 1.873 -5.822 -0.070 0.029 -0.105
H -2.805 3.080 -4.765 -0.006 0.102 -0.028
H -1.810 1.828 -5.512 0.068 -0.006 -0.050
C -3.022 1.116 -3.877 -0.065 -0.028 -0.344
N -2.028 1.307 -2.848 -0.035 -0.198 -0.047
C -0.956 0.481 -2.674 0.089 -0.456 -0.222
C -0.156 1.044 -1.540 0.489 -0.502 -0.051
N 0.914 0.555 -1.023 -0.200 0.469 0.018
N 1.437 -0.565 -1.521 -0.739 -0.327 -0.996
C 2.546 -1.155 -0.978 0.394 0.291 0.606
O 3.078 -2.099 -1.500 0.030 -0.071 -0.048
C 3.031 -0.514 0.330 0.403 -0.248 -0.451
N 2.063 -0.682 1.378 -0.294 0.370 0.347
C 1.198 0.232 1.860 -0.323 0.082 0.458
C 0.442 -0.395 2.823 0.155 -0.050 -0.093
C 0.941 -1.708 2.843 0.170 0.464 -0.398
N 1.918 -1.857 1.962 0.097 -1.000 0.261
C 0.500 -2.833 3.712 -0.093 -0.544 0.312
F 1.464 -3.262 4.543 0.198 0.088 -0.069
F 0.091 -3.906 3.018 0.067 0.029 -0.224
F -0.535 -2.472 4.493 -0.074 0.308 -0.060
H -0.341 0.011 3.428 -0.151 0.154 0.094
H 1.175 1.235 1.493 0.026 0.165 -0.085
H 3.955 -1.021 0.617 -0.160 0.127 -0.082
H 3.203 0.551 0.171 0.019 -0.125 0.119
C -0.844 2.245 -1.126 -0.349 0.519 0.126
C -0.579 3.194 -0.154 -0.106 -0.206 -0.246
C -1.468 4.248 0.000 -0.033 0.144 0.107
C -2.595 4.349 -0.801 0.049 -0.004 0.035
C -2.869 3.411 -1.789 -0.018 -0.114 -0.097
C -1.984 2.363 -1.946 0.378 0.380 0.622
H -3.749 3.505 -2.405 -0.090 0.000 -0.090
H -3.274 5.176 -0.660 -0.053 0.071 0.013
H -1.280 4.998 0.753 0.012 0.072 0.064
H 0.302 3.118 0.462 0.116 -0.002 0.077
O -0.716 -0.523 -3.322 0.111 -0.001 0.027
H 1.008 -1.006 -2.342 0.043 0.115 0.199
H -2.948 0.072 -4.191 -0.089 0.121 0.114
H -4.012 1.290 -3.447 0.074 -0.089 0.005
```
Positions in Å, forces in eV/Å.

natural (NBO) population analysis, charges in e, atoms 1 to 6:
1. C -0.615
2. H 0.219
3. H 0.208
4. H 0.218
5. C -0.219
6. N -0.409